No. 1
149
Properties=species:S:1:pos:R:3:forces:R:3:lowdin_charge:R:1 method="wB97M-V/def2-TZVPD" orbital_gap_ev=8.60 relative_energy_kj_mol=169.9 spin_multiplicity=1 e_homo_ev=-8.38
C 0.70069 5.31503 -2.91505 0.1517 -0.9688 0.6177 -0.03
C -0.21583 4.09103 -3.35094 -0.6972 1.9731 0.4522 -0.45
C -1.46394 4.11567 -2.34127 1.2465 -0.5995 -0.0001 -0.03
C -0.90320 4.45234 -4.66830 0.3456 -0.3114 -0.8551 -0.17
C -0.00127 4.44293 -5.90357 0.4214 1.1064 1.4118 -0.19
C 0.80955 3.16886 -5.98086 -0.0381 -0.7149 0.8722 -0.12
C 1.45895 2.62219 -4.62984 0.3171 0.0657 0.2625 -0.42
C 1.72621 1.07561 -4.78800 -0.9853 0.8016 -0.3800 -0.04
C 2.84448 3.34198 -4.42863 -0.0711 -0.2953 0.3662 -0.04
N 0.50589 2.81269 -3.47038 -1.4744 0.4662 -2.3031 -0.12
O 1.08985 2.45849 -2.28344 1.0088 -0.0874 1.2780 -0.02
H 0.17582 6.09070 -2.35744 -0.4076 0.0243 -0.3885 0.07
H 1.40054 4.94412 -2.16623 0.2817 -0.1398 -0.1109 0.07
H 1.27965 5.79031 -3.70689 -0.1339 -0.2101 -0.1390 0.07
H -1.73653 5.15505 -2.15833 0.0120 -0.0304 -0.2204 0.07
H -2.34781 3.59750 -2.71326 0.1763 -0.1537 -0.2088 0.07
H -1.23051 3.70476 -1.35905 0.1951 -0.1172 0.0487 0.07
H -1.71215 3.75165 -4.87498 -0.2070 -0.0908 0.2326 0.11
H -1.32656 5.44853 -4.53995 -0.1891 -0.0224 -0.0056 0.12
H -0.58614 4.73728 -6.77500 0.0109 -0.6955 -0.2853 0.11
H 0.68432 5.28482 -5.80728 0.2795 0.1501 0.0996 0.10
H 1.64782 3.36595 -6.64911 -0.1026 -0.6103 -0.3053 0.12
H 0.14310 2.37205 -6.31111 0.2175 -0.1387 -0.4511 0.11
H 0.82197 0.50688 -5.00480 -0.5417 0.3644 0.1249 0.06
H 2.11622 0.58686 -3.89519 0.6023 0.3696 -0.1697 0.07
H 2.28955 0.93308 -5.71019 0.6690 -0.0676 0.3683 0.08
H 3.70030 2.83475 -4.87403 -0.3764 -0.2767 -0.7896 0.07
H 3.20974 3.33569 -3.40167 -0.6646 0.3124 0.3518 0.07
H 2.82648 4.35887 -4.82068 -0.0129 0.0521 0.1883 0.07
H 0.47115 1.85221 -1.86963 -0.0407 -0.2349 -0.0041 0.10
C -4.68263 6.67252 2.82541 -0.4539 -0.2146 -0.0598 -0.10
O -5.40518 5.55867 3.35635 0.0552 0.2902 -0.0399 -0.20
C -4.99203 4.25076 2.96379 -0.0467 0.1055 0.6324 -0.20
C -6.15630 3.27436 3.20428 -0.8325 0.4205 0.5136 -0.42
C -6.76795 3.40664 4.60795 -0.6581 0.6547 -1.0250 -0.07
N -5.79491 1.84184 3.04602 0.7151 1.0171 -0.2139 0.04
H -3.59502 6.60152 2.81358 0.1418 -0.5732 0.1591 0.08
H -4.91131 7.54780 3.43344 -0.2224 -0.1661 0.0841 0.08
H -5.01216 6.88029 1.80740 -0.0048 -0.0163 -0.1918 0.08
H -4.72628 4.23952 1.90674 0.2823 -0.1328 -0.0540 0.12
H -4.15748 3.99012 3.61471 0.5032 -0.2831 -0.1934 0.12
H -6.86464 3.64989 2.46581 -0.4930 -0.7008 -0.1413 0.13
H -7.30540 4.34851 4.71805 0.8425 0.5100 0.4691 0.07
H -5.97931 3.17416 5.32357 -0.3756 0.2794 0.4372 0.08
H -7.63127 2.74564 4.68426 0.3487 -0.7168 0.1024 0.07
H -5.03426 1.78772 3.70829 0.9304 -0.4325 -0.1071 0.05
H -6.46022 1.30073 3.57955 -0.6848 -0.0818 -0.3492 0.05
C 5.85176 -3.92488 -3.67236 1.9291 0.6210 -0.1246 -0.07
O 6.44218 -2.80858 -2.89608 -0.6818 -1.1546 0.0948 -0.21
C 7.85330 -2.96377 -2.61218 0.1653 0.7940 0.2640 -0.18
C 8.34982 -1.80426 -1.69708 -0.9300 0.6762 -0.7690 -0.46
C 9.84793 -1.64326 -1.57526 1.0122 -0.9090 -0.4690 -0.07
N 7.77385 -1.85848 -0.37394 -0.1362 -0.8928 0.4407 0.03
H 6.39046 -3.96355 -4.61915 0.4611 -0.2318 -0.0825 0.07
H 4.83136 -3.83771 -4.04556 -0.2327 0.8050 1.0675 0.08
H 5.99691 -4.87568 -3.15951 -0.1277 0.0540 0.1522 0.08
H 8.17007 -3.86050 -2.07962 -0.6613 -0.6071 -0.0749 0.12
H 8.37816 -2.92861 -3.56685 0.2706 0.0196 -0.0885 0.12
H 7.95038 -0.90370 -2.16347 0.1588 0.3094 -0.5340 0.13
H 10.27558 -1.19236 -2.47075 -0.0206 0.3431 0.1319 0.08
H 10.40739 -2.57249 -1.46729 -0.3732 -0.6144 -0.1821 0.07
H 10.19870 -1.15486 -0.66611 -0.5325 0.6872 -0.1408 0.07
H 7.99399 -0.99267 0.09724 -0.1753 0.0130 0.1784 0.07
H 6.77068 -1.94521 -0.45296 -0.1924 0.0968 0.1703 0.06
C -0.84961 -0.43022 1.20180 0.1918 -0.5449 0.3005 -0.10
O 0.20475 -0.89306 0.39221 0.2133 1.0063 -0.7781 -0.20
C 0.96872 -1.90905 0.96992 0.4876 -0.9236 -0.4262 -0.21
C 2.21205 -2.25924 0.09450 -0.2996 -0.7288 1.1264 -0.43
C 2.90940 -3.53992 0.60812 -0.3741 1.3967 -0.8474 -0.06
N 3.17930 -1.17772 0.01235 -0.4504 0.7396 -0.3069 0.05
H -1.30840 0.47370 0.80109 0.0580 -0.2604 -0.3755 0.09
H -0.49638 -0.17617 2.20118 0.1572 0.0016 0.2539 0.08
H -1.55898 -1.25227 1.29733 -0.5105 0.1766 0.1208 0.08
H 1.15358 -1.67748 2.01887 0.8422 0.3822 0.1408 0.12
H 0.39942 -2.83388 1.06305 -0.4310 -0.3108 -0.3293 0.12
H 1.90989 -2.57258 -0.90480 -0.7839 0.3323 -0.1430 0.13
H 3.38215 -3.35785 1.57324 -0.2679 -0.4198 0.1117 0.08
H 3.68616 -3.66394 -0.14645 0.2094 -0.5924 0.2376 0.07
H 2.15244 -4.31885 0.51666 0.4472 -0.4285 0.5222 0.07
H 3.56783 -1.20132 -0.91963 0.7125 -0.4105 -0.1590 0.07
H 2.61776 -0.34759 -0.11281 -0.1926 0.6465 0.4948 0.05
C -5.65156 -3.24157 -6.79441 0.3079 0.0291 0.0583 -0.13
O -5.23363 -3.14352 -5.47671 0.0629 0.1103 1.7666 -0.22
C -3.85112 -2.91365 -5.23730 -1.0842 1.4888 -0.3694 -0.17
C -3.68638 -2.20548 -3.87365 0.9770 -2.9045 0.9484 -0.46
C -4.29476 -0.89758 -3.70103 -1.1610 1.9516 -1.7436 -0.08
N -2.26665 -2.22925 -3.44839 -0.4612 -0.3403 -0.1305 0.04
H -5.11218 -4.03693 -7.30878 -0.3252 -0.4690 -0.1756 0.09
H -5.42133 -2.33780 -7.35858 -0.2276 0.3841 -0.0817 0.08
H -6.72394 -3.40059 -6.68128 0.0729 -0.1493 -0.7264 0.10
H -3.33403 -3.86600 -5.35451 0.5293 0.2643 0.2587 0.13
H -3.58800 -2.15881 -5.97831 0.8428 -0.1565 -0.5199 0.12
H -4.22898 -2.85532 -3.18706 0.1573 -0.4366 0.2471 0.13
H -5.24779 -0.90544 -4.22999 -0.4336 0.0677 0.3216 0.08
H -3.72400 -0.16664 -4.27380 0.2661 0.3937 0.1777 0.08
H -4.44587 -0.53348 -2.68482 0.1966 -0.3061 0.0112 0.09
H -2.25416 -1.80730 -2.53084 0.2101 -0.0972 0.3379 0.06
H -1.73113 -1.58360 -4.01094 0.1117 0.1363 -0.3463 0.06
C 1.49480 3.87132 2.91615 0.6313 0.3390 0.9497 -0.09
O 2.78182 3.61030 3.51636 -0.9550 -0.9559 -0.2492 -0.20
C 3.20652 2.23032 3.38244 1.6296 0.7242 -2.3660 -0.19
C 4.47928 2.07422 4.19996 0.9885 -0.7957 -0.7321 -0.48
C 5.30248 0.75570 4.07545 -0.9246 0.6561 -0.1721 -0.04
N 4.11614 2.30085 5.51942 -0.9254 -0.0571 3.0757 0.02
H 1.47153 3.54175 1.87743 -0.1807 -0.0230 0.0266 0.08
H 1.28300 4.93621 3.01234 0.6058 0.2164 -0.4593 0.08
H 0.67696 3.49113 3.52827 -0.0173 -0.9216 -0.1440 0.08
H 2.43831 1.46599 3.49964 -0.2518 0.1470 0.9242 0.13
H 3.54745 2.05482 2.36211 -0.3170 0.2674 -0.7217 0.12
H 5.23983 2.82973 4.00283 -0.4054 0.4536 -0.8641 0.14
H 5.93756 0.91861 3.20468 0.1228 -0.7363 0.0535 0.07
H 4.69844 -0.14953 4.01389 -0.1876 0.0248 -0.4958 0.07
H 5.87820 0.59977 4.98777 0.2688 0.4613 -0.1217 0.07
H 3.49468 1.52920 5.71551 -0.1668 -0.4116 0.8585 0.08
H 3.46078 3.06860 5.48528 0.0525 0.5740 0.4131 0.07
C -3.85764 -1.04074 6.88015 -0.2559 1.0336 0.5471 -0.07
O -3.28906 0.03066 6.08103 -3.1327 -1.3055 0.4933 -0.16
C -2.05641 0.48621 6.40283 2.7881 0.2140 -1.0184 -0.28
C -1.61532 0.73086 7.81690 0.7403 0.4989 1.2511 -0.45
C -2.42874 1.70394 8.64124 -1.3944 -0.6242 -0.3438 -0.06
N -0.25953 1.29958 7.85201 0.1849 -1.2965 -1.0859 0.03
H -4.17214 -0.67102 7.85611 0.2770 0.3721 0.2861 0.07
H -3.23008 -1.90080 7.11372 0.4247 0.0152 -0.6553 0.09
H -4.81985 -1.35617 6.47671 0.4139 -0.0144 -0.7398 0.09
H -1.33265 -0.19208 5.95094 0.5497 -0.5302 0.3374 0.12
H -1.82514 1.36205 5.79660 -0.6120 0.6143 0.0371 0.13
H -1.52732 -0.24603 8.29234 -0.2555 -0.0607 0.3137 0.14
H -2.23011 2.73025 8.33250 -0.2309 -0.0054 -0.2678 0.08
H -2.20495 1.66919 9.70746 -0.0202 -0.2839 -0.0245 0.08
H -3.46855 1.43648 8.45323 -0.4232 0.5346 0.4723 0.07
H 0.00777 1.22024 8.82276 0.4470 0.6209 -0.0699 0.07
H -0.36318 2.25494 7.54114 0.4930 0.2554 0.4042 0.06
C -3.31649 -5.29946 0.43930 0.4706 -0.4678 -0.7726 -0.11
O -2.21814 -5.74674 -0.33691 1.3387 -0.1760 -0.5808 -0.23
C -2.50671 -6.76544 -1.31179 -0.1304 0.1489 -0.1252 -0.17
C -1.24799 -7.40143 -2.08658 0.4193 1.3656 2.4691 -0.38
C -0.34730 -8.22785 -1.11622 -1.1056 -0.0499 -0.8074 -0.06
N -0.43072 -6.29792 -2.63973 -0.8951 -0.5687 -0.2580 0.03
H -3.59321 -6.15422 1.05648 -0.3461 0.4431 0.6535 0.09
H -4.17933 -4.97802 -0.14404 -0.1625 -0.2514 -0.4703 0.08
H -2.98743 -4.38448 0.93188 0.1060 -0.4427 0.5490 0.08
H -3.10403 -7.52862 -0.81292 -0.0568 -0.4022 -0.0598 0.11
H -3.14709 -6.22940 -2.01227 -0.2005 -0.4029 -0.6311 0.11
H -1.59377 -7.99864 -2.93031 -0.2522 -0.0956 0.2340 0.13
H -0.95719 -8.95489 -0.57998 -0.0452 0.0035 0.1562 0.07
H 0.13760 -7.57484 -0.39058 0.0787 -0.0361 -0.1403 0.07
H 0.36634 -8.80713 -1.70210 0.2486 0.2701 0.1142 0.07
H -1.12991 -5.83800 -3.20516 0.2781 0.6294 -0.7021 0.05
H -0.29918 -5.62741 -1.89594 0.2684 0.1140 0.3669 0.05

No. 2
123
Properties=species:S:1:pos:R:3:forces:R:3:lowdin_charge:R:1 method="wB97M-V/def2-TZVPD" orbital_gap_ev=5.46 relative_energy_kj_mol=69.7 charge=-1 spin_multiplicity=1 e_homo_ev=-3.54
N -0.04080 2.65625 2.45878 -7.3777 -6.6449 -2.4539 0.28
H -0.71885 2.76205 1.70707 -0.6851 0.2756 -0.1115 0.12
H -0.49509 2.07819 3.16104 -0.8073 -0.6103 -0.4791 0.14
H 0.35368 3.31374 2.91934 2.1168 6.0632 2.6768 0.01
H 0.63152 2.03742 2.08012 0.1387 -1.0745 -0.5296 0.04
N -2.25190 -1.49063 3.02332 -5.5059 6.2643 2.5181 0.30
H -1.79348 -1.92562 2.39188 5.3000 -2.2517 -6.7155 -0.01
H -2.39904 -2.20258 3.61040 -0.9299 -2.9841 4.0924 0.07
H -3.18537 -1.29409 2.54764 1.6244 0.5871 0.5454 0.18
H -1.84903 -0.57401 3.39416 -0.1684 -0.8785 -1.6420 0.16
P -1.01115 0.19361 0.69483 -2.2226 0.1558 7.3990 -0.23
O -1.54996 -1.06354 0.18448 -1.5495 -3.6506 -2.9788 -0.36
O -2.05290 0.81898 1.70956 -2.3491 0.4788 0.8037 -0.50
O -0.63278 1.34116 -0.08537 2.6980 3.7620 -4.7650 -0.33
O 0.00289 -0.20052 1.78365 3.5883 -0.9453 1.3500 -0.46
O -5.07158 -4.43606 -2.91486 3.5955 -0.3228 3.5609 0.00
C -4.05546 -4.56484 -2.09662 -5.1249 1.2209 -6.3194 -0.57
O -3.81976 -5.64768 -1.51325 0.7304 -3.8755 2.9838 0.02
C -4.71708 -6.73328 -1.46870 0.6654 -3.8539 -1.0178 -0.21
C -4.19701 -7.91043 -0.53404 6.0964 6.2848 1.9469 -0.07
C -3.01329 -3.59100 -1.98920 3.3836 -0.5301 4.4108 0.01
H -4.86160 -7.28694 -2.46728 0.4935 1.4714 0.9216 0.15
H -5.69998 -6.53034 -1.14930 -1.0661 1.1551 0.3853 0.10
H -4.22592 -7.58128 0.63754 0.1785 -0.9410 -2.8971 0.12
H -3.02444 -8.20200 -0.84411 -3.0584 0.9858 1.0065 0.14
H -4.70426 -8.71954 -0.69951 -3.2739 -4.5844 -0.7783 -0.03
H -3.27494 -2.91191 -2.70532 -0.0243 2.6235 -1.3279 0.04
H -1.90518 -3.99572 -2.11130 -2.5187 0.4945 -0.0501 0.14
H -2.98474 -3.24674 -0.82260 -0.1298 0.0093 -2.9728 0.15
O 2.57735 -4.61559 4.98061 0.1053 -1.8213 0.0349 0.13
C 2.30013 -3.47876 4.83812 -0.8798 3.2436 -0.9287 -0.52
O 2.78145 -2.49249 5.61412 -1.2342 0.8936 -0.7153 -0.03
C 3.64196 -2.69833 6.69674 -1.3814 0.5092 -0.8662 -0.29
C 4.14361 -1.39551 7.11513 2.2936 2.0795 2.5740 -0.09
C 1.39876 -2.79387 3.72482 -0.5031 1.6554 2.5560 0.04
H 4.43410 -3.25358 6.36090 2.2041 -1.6178 -0.8046 0.10
H 3.18257 -3.27075 7.45534 -0.8295 -0.4584 1.0684 0.12
H 3.43916 -0.55797 7.48973 0.9179 -1.7960 -0.4697 0.11
H 4.86552 -0.92140 6.42579 -0.7850 -0.2815 -0.3453 0.08
H 4.90879 -1.72508 7.91556 -1.3110 1.0171 -0.3728 0.10
H 0.35371 -2.54864 4.15179 1.3794 -1.0564 -0.4365 0.09
H 1.35838 -3.54380 2.97061 -0.2673 0.0963 -1.1841 0.05
H 1.65920 -1.67684 3.50268 0.2374 -2.4286 -0.1903 0.11
O -6.43049 1.55669 -1.64789 1.5607 -0.1361 0.5516 0.02
C -5.18229 1.55561 -1.54781 -6.0085 -6.2381 -0.9821 -0.66
O -4.59409 2.60535 -1.70686 3.1061 6.7632 -1.3169 0.05
C -3.29918 2.88780 -1.16595 0.1264 -0.2227 1.4298 -0.18
C -3.00058 4.36666 -1.14364 -4.1446 0.4449 2.0686 -0.05
C -4.43664 0.24417 -1.52395 1.6819 -0.2563 0.8346 0.01
H -2.49411 2.43349 -1.73996 -0.1467 -0.6304 0.2461 0.12
H -3.42465 2.47862 -0.15936 1.2031 0.0006 0.0259 0.12
H -2.73671 4.66400 -2.04579 1.3442 1.1469 -4.6909 0.01
H -2.18405 4.65879 -0.56355 1.1215 0.0242 1.6046 0.05
H -3.90137 5.09141 -0.98077 1.2964 -1.6076 0.4672 0.12
H -5.14317 -0.63033 -1.37439 0.9261 1.2431 -0.3561 0.10
H -3.70757 0.32823 -0.60277 -0.8506 -0.6912 -1.8843 0.09
H -3.84466 0.16599 -2.54501 -1.0295 -0.0162 2.1857 0.12
O 3.52160 -3.67988 -0.12059 -1.4695 0.0503 0.2227 0.07
C 2.40742 -3.21472 0.05579 1.7418 -0.1792 -0.0187 -0.42
O 1.33213 -4.09567 0.14481 3.1439 0.7064 0.2895 -0.02
C 0.03482 -3.61931 0.27468 -1.1974 -3.7081 -4.0298 -0.32
C -0.80215 -4.74096 0.82483 -3.2107 -1.9657 -2.2822 -0.07
C 2.18312 -1.69900 0.16294 -8.0159 -7.5439 0.3432 0.04
H -0.30294 -3.42937 -0.79922 0.0006 0.1844 1.5511 0.12
H -0.06357 -2.82117 0.83086 -0.2280 4.6197 2.5602 0.02
H -0.55174 -5.73537 0.16343 -0.8132 2.2599 1.9021 0.13
H -1.99051 -4.47087 0.63928 2.9574 -0.7130 0.1473 0.11
H -0.81461 -4.95704 1.89517 0.8046 0.0267 -0.0665 0.05
H 1.50834 -1.51615 -0.70038 -0.7578 0.5696 1.4593 0.11
H 2.86714 -1.12375 0.02986 9.4306 5.4981 -2.5323 -0.05
H 2.01284 -1.41586 1.18069 -2.1592 -0.0876 0.4190 0.06
O 0.18116 -1.18928 -5.00620 -4.5467 0.0649 3.2429 0.00
C -0.82388 -1.16482 -4.18979 2.6762 -0.5634 -4.3858 -0.39
O -2.15084 -1.34338 -4.59638 1.9038 0.1327 -0.2463 -0.07
C -2.53727 -1.66915 -5.95348 -2.1720 -1.3991 -0.8091 -0.18
C -3.99877 -2.28514 -5.84021 2.6618 -1.1914 0.8405 -0.07
C -0.75343 -0.97067 -2.74131 -6.0254 -1.5762 -0.2145 0.00
H -2.02659 -2.53182 -6.48441 0.5859 1.4391 1.0866 0.13
H -2.61305 -0.76706 -6.66461 0.5319 -1.1952 1.3889 0.14
H -4.13594 -3.08657 -6.48764 -0.1684 -0.2569 -3.9605 0.03
H -4.77746 -1.61845 -5.83605 -1.8592 1.3894 0.1469 0.04
H -4.20823 -3.20450 -5.25269 0.6839 1.4255 2.6154 0.08
H 0.07114 -0.63552 -2.35281 4.6619 3.1908 1.4183 -0.01
H -0.69099 -1.88885 -2.15867 -0.8343 -0.8030 -0.4722 0.07
H -1.71728 -0.48788 -2.32536 1.8711 -0.5690 -0.5505 0.12
O 1.89006 3.24642 2.65123 7.9408 0.4323 -0.3402 0.00
C 2.77791 2.63469 2.03491 -1.1441 -0.4111 -0.5393 -0.40
O 3.82666 3.21276 1.39903 0.7931 -2.7774 0.8098 -0.02
C 4.07868 4.54952 1.66084 -3.1181 3.0670 0.6204 -0.22
C 5.25540 5.09989 0.77430 -0.6751 0.2060 8.0398 -0.01
C 2.67396 1.15080 1.65709 -4.0643 0.6237 3.8033 0.02
H 4.21727 4.74958 2.84087 -0.1063 -0.4145 -2.7151 0.17
H 3.01186 4.86533 1.34422 2.3309 1.2244 1.2414 0.10
H 5.41111 6.18763 0.86654 0.2669 -0.8742 0.8459 0.07
H 5.18481 4.92974 -0.15895 -0.9064 -1.7369 -6.7146 0.00
H 5.97642 4.44566 1.25273 1.3672 0.5943 -0.5349 0.08
H 1.70314 0.48687 2.13358 1.8812 1.8601 -1.2045 0.13
H 3.51898 0.60582 1.72767 3.3258 -1.4194 1.2088 0.04
H 2.53492 1.01414 0.66218 -1.0785 0.4590 -3.3434 0.02
O 0.42934 5.40156 1.00901 1.0865 0.1112 -0.7714 0.08
C 1.26277 5.15558 0.15001 -1.2954 -0.4461 0.4313 -0.52
O 2.22069 6.02440 -0.23516 0.3493 0.1356 -0.1988 -0.06
C 2.42078 7.27258 0.46715 -2.0106 -0.4429 3.0987 -0.23
C 3.65700 7.95269 -0.05032 -1.0014 -0.2495 0.0140 -0.07
C 1.23522 3.82696 -0.63195 2.4826 3.6464 -3.2824 0.05
H 2.46980 7.09297 1.67555 -0.0042 0.0290 -2.9096 0.17
H 1.45924 7.87502 0.35233 1.3587 -0.5112 0.0084 0.14
H 4.52210 7.28108 -0.09048 -0.4186 0.8364 -0.1524 0.05
H 3.75696 8.87795 0.47425 0.7798 0.2876 1.2247 0.07
H 3.37485 8.39744 -0.96739 0.2030 -0.2736 -1.8046 0.06
H 2.22068 3.61215 -1.19607 -1.4005 0.6460 0.9166 0.12
H 0.46113 3.98074 -1.41497 0.2759 -0.4675 0.6004 0.11
H 1.04514 3.03427 -0.04193 -1.2661 -2.5973 1.9324 -0.01
C 2.82454 0.74242 -2.04442 2.0646 2.1924 -0.7663 -0.02
C 2.69381 1.79835 -3.17951 1.8508 -0.5272 0.6055 -0.49
O 3.60343 2.54832 -3.50802 -0.9673 -0.5043 0.1871 0.03
C 1.35074 1.82221 -3.83705 -0.5411 -1.0562 -2.6200 -0.03
H 1.92003 0.95683 -1.52335 -0.6473 -0.8888 1.1324 0.05
H 3.80988 0.71180 -1.46691 -1.4746 0.8146 -0.5544 0.12
H 2.89381 -0.13627 -2.61247 -0.8346 -1.8229 -0.5045 0.07
H 1.24997 1.20259 -4.85453 0.9261 1.1979 2.0513 0.13
H 1.25232 2.86830 -4.12426 -0.7314 -0.0100 0.0624 0.08
H 0.52648 1.35692 -3.28491 0.2537 0.7180 0.3903 0.06